No. 1
A cluster of 10 separate species, H20O10 in total in a non-equilibrium geometry, computed with the ωB97M-V functional and the def2-TZVPD basis.

charge	0
energy above the lowest of the compared OMol25 structures with the same formula, charge and spin	93.6	kcal/mol
total energy	-764.33279	a.u.
Kohn-Sham gap	10.30	eV
SMILES	O.O.O.O.O.O.O.O.O.O
E_HOMO	-10.08	eV

Each line ends with the natural charge from an NBO analysis.
Atoms and positions in Å:
O (-0.439, 0.944, -0.915)  -0.95
H (0.394, 0.636, -1.290)  0.46
H (-1.090, 0.309, -1.234)  0.47
O (-2.216, -1.429, -2.370)  -0.95
H (-2.348, -0.498, -2.584)  0.48
H (-2.398, -1.887, -3.198)  0.47
O (2.041, -1.187, 2.367)  -0.96
H (1.342, -1.200, 3.032)  0.48
H (1.639, -0.742, 1.613)  0.48
O (-4.639, 1.374, 1.286)  -0.93
H (-5.515, 1.201, 1.649)  0.46
H (-4.158, 0.551, 1.433)  0.47
O (2.819, 0.675, -0.611)  -0.95
H (3.320, 1.419, -0.259)  0.48
H (3.081, 0.633, -1.537)  0.47
O (3.967, -1.666, 0.322)  -0.94
H (4.673, -1.044, 0.114)  0.45
H (3.404, -1.184, 0.939)  0.48
O (-2.542, -0.317, -0.400)  -0.95
H (-2.320, -1.246, -0.269)  0.49
H (-3.506, -0.303, -0.393)  0.47
O (2.372, 4.113, -1.016)  -0.94
H (1.892, 4.085, -1.852)  0.47
H (1.862, 4.725, -0.474)  0.47
O (0.325, -3.110, -0.779)  -0.93
H (0.396, -2.174, -0.998)  0.47
H (-0.053, -3.508, -1.572)  0.46
O (-0.771, 0.350, 2.611)  -0.93
H (-0.186, 0.721, 3.281)  0.47
H (-1.347, -0.243, 3.105)  0.46

No. 2
A structure of composition H20O10 in a non-equilibrium geometry, computed with the ωB97M-V functional and the def2-TZVPD basis.

charge	0
energy above the lowest of the compared OMol25 structures with the same formula, charge and spin	400.4	kcal/mol
total energy	-763.84391	a.u.
Kohn-Sham gap	7.23	eV
E_HOMO	-8.81	eV

Each line ends with the natural charge from an NBO analysis.
Atoms and positions in Å:
H (1.603, 3.139, -1.472)  0.48
H (1.025, 1.459, -0.755)  0.49
H (3.007, -0.044, -1.437)  0.47
H (3.081, -0.661, -0.140)  0.50
H (-1.721, 2.464, -1.467)  0.57
H (-1.197, 0.817, -1.673)  0.55
H (0.741, -0.969, -0.986)  0.48
H (1.127, -2.684, -1.423)  0.54
H (1.043, -1.680, 1.294)  0.50
H (1.856, -0.730, 2.900)  0.51
H (-1.490, -2.321, 1.406)  0.50
H (-0.374, -1.966, 0.167)  0.51
H (-0.844, 1.564, -0.098)  0.52
H (-0.744, 2.050, 1.944)  0.50
H (-3.573, -1.306, 1.043)  0.50
H (-2.758, 0.231, 1.249)  0.56
H (-1.797, -1.287, -2.077)  0.51
H (-2.550, -0.248, -0.773)  0.51
H (1.192, 0.413, 1.293)  0.50
H (1.779, 1.929, 1.383)  0.49
O (2.036, 1.953, -0.788)  -0.98
O (3.316, -0.918, -1.262)  -0.97
O (-0.767, 1.669, -1.241)  -0.95
O (0.187, -1.619, -1.354)  -0.96
O (1.908, -1.153, 1.268)  -1.00
O (-0.411, -2.394, 1.186)  -1.03
O (-1.480, 1.860, 1.119)  -1.24
O (-2.877, -0.558, 0.574)  -1.00
O (-2.396, -0.395, -1.818)  -1.04
O (1.077, 1.387, 1.938)  -1.02